Record 1
Here is a cluster of 2 separate species, C4H12NS2 in total from the Open Molecules 2025 dataset. Energies are from ωB97M-V with the def2-TZVPD basis set.

Kohn-Sham gap: 0.29245 Eh
DFT total energy: -27496.096 eV
energy above the lowest of the compared OMol25 structures with the same formula, charge and spin: 0.886 eV
charge: +1
HOMO level: -0.4695 hartree

Positions of all 19 atoms, in Å:
C -2.08 -0.44 -1.60
C 0.16 0.37 -2.06
N -0.65 -0.24 -1.31
H -2.66 0.00 -0.80
H -2.27 -1.51 -1.63
H -2.33 0.02 -2.55
H -0.18 0.80 -2.99
H 1.19 0.47 -1.76
H -0.29 -0.66 -0.43
C -0.16 0.84 2.35
C 1.15 0.45 1.69
S 1.06 -1.31 1.20
S 2.86 -1.54 0.19
H -0.39 0.19 3.19
H -1.00 0.80 1.65
H -0.10 1.86 2.73
H 1.98 0.56 2.37
H 1.36 1.04 0.81
H 2.35 -1.71 -1.04

Record 2
Here is a structure of composition C23H16IrO5Sb from the Open Molecules 2025 dataset. Energies are from ωB97M-V with the def2-TZVPD basis set.

Kohn-Sham gap (alpha / beta): 0.16384 / 0.11254 Eh
DFT total energy: -43699.712 eV
2S+1: 5
charge: +2
<S²>: 6.047
HOMO level (alpha / beta): -0.3867 / -0.5204 hartree

Positions of all 46 atoms, in Å:
O 6.40 0.90 -3.79
C 5.67 0.93 -2.91
Ir 3.15 0.70 0.24
O 5.13 -1.29 -1.11
C 4.34 -0.59 -0.63
C 2.82 -0.37 1.86
O 2.75 -1.00 2.82
C 1.98 2.31 0.03
O 1.36 3.27 0.24
C 4.54 1.79 1.14
O 5.31 2.45 1.69
H 3.05 1.59 -1.22
C -2.18 -4.49 -0.51
C -2.02 -3.66 -1.62
C -1.23 -2.51 -1.53
C -0.61 -2.18 -0.32
C -0.73 -3.04 0.78
C -1.53 -4.19 0.69
Sb 0.50 -0.28 -0.07
C -0.62 0.91 -1.54
C 0.08 1.59 -2.54
C -0.61 2.46 -3.40
C -1.98 2.65 -3.25
C -2.69 1.94 -2.26
C -2.00 1.07 -1.41
C -0.55 0.27 1.76
C -1.85 -0.20 1.98
C -2.53 0.12 3.16
C -1.91 0.93 4.13
C -0.63 1.43 3.89
C 0.05 1.11 2.70
H -2.80 -5.39 -0.59
H -2.51 -3.90 -2.57
H -1.10 -1.86 -2.40
H -0.22 -2.82 1.71
H -1.65 -4.84 1.56
H 1.16 1.48 -2.64
H -0.05 3.01 -4.17
H -2.51 3.34 -3.91
H -3.77 2.08 -2.14
H -2.55 0.55 -0.63
H -2.35 -0.82 1.24
H -3.54 -0.25 3.31
H -2.44 1.18 5.05
H -0.14 2.08 4.62
H 1.03 1.53 2.53